No. 1
A structure of composition C43H55BN9O4PSSc in a non-equilibrium geometry. Source: OMol25; level of theory: ωB97M-V/def2-TZVPD.

Summary:
<S²>: 0.75
Energy, eV: -108591.7417
HOMO energy (spin up / spin down), eV: -3.4 / -6.4

The geometry in ORCA input format:
```
! RIJCOSX wB97M-V def2-TZVPD def2/J DEFGRID3
* xyz 0 2
Sc -0.62622 -0.78411 1.32813
C -0.28618 0.59434 4.60242
N 0.22494 -0.47499 3.77889
C 1.35789 -1.22877 4.26544
C 1.94205 -1.92100 3.07364
N 1.28314 -2.11733 1.95137
C 2.18460 -2.66726 1.07474
C 2.02439 -3.06007 -0.25348
C 3.14166 -3.55644 -0.90190
C 4.38067 -3.66632 -0.27637
C 4.56069 -3.27615 1.04549
C 3.44198 -2.79809 1.70678
N 3.25563 -2.31335 2.98057
C -1.10940 1.45702 3.69735
N -1.33479 1.15072 2.43887
C -1.99873 2.22071 1.89398
C -2.47139 2.41557 0.59588
C -3.07591 3.62940 0.32688
C -3.20763 4.62309 1.29641
C -2.75358 4.43743 2.59557
C -2.15860 3.21966 2.87603
N -1.58905 2.70232 4.01940
H -0.88138 0.24440 5.47179
H 0.55196 1.18935 5.00187
H -0.53392 -1.15013 3.57580
H 2.10546 -0.55412 4.70635
H 1.08304 -1.96537 5.04873
H 1.05978 -2.97147 -0.73002
H 3.04818 -3.86652 -1.93276
H 5.22439 -4.05421 -0.83245
H 5.52692 -3.32960 1.52441
H 3.92809 -2.33250 3.73008
H -2.39014 1.61974 -0.13183
H -3.46267 3.82002 -0.66411
H -3.69390 5.55442 1.04057
H -2.85566 5.20483 3.34719
H -1.60136 3.12950 4.92896
O -1.65772 -2.14779 2.72557
N -2.85762 -2.29071 3.27890
C -2.98787 -3.12160 4.32508
C -4.18448 -3.31119 4.96491
C -5.30929 -2.61419 4.50312
C -5.17351 -1.78581 3.42424
C -3.93444 -1.59913 2.77668
S -3.75434 -0.58389 1.46061
H -2.08060 -3.63269 4.61336
H -4.24837 -3.99290 5.79613
H -6.26398 -2.73439 4.99056
H -6.00664 -1.24017 3.01365
C -2.96304 -5.13814 -5.91311
C -2.64495 -3.68051 -6.27590
C -3.67786 -3.23562 -7.31757
C -1.25255 -3.58459 -6.91815
C -2.63844 -2.81679 -5.01926
C -3.42402 -1.67549 -4.89195
C -3.37532 -0.85350 -3.77390
C -2.50818 -1.20138 -2.75869
O -2.22975 -0.59831 -1.58610
B -1.26425 -1.37753 -0.87551
O -0.97408 -2.47498 -1.74728
C -1.72395 -2.35758 -2.86343
C -1.77206 -3.16209 -3.98181
H -2.94883 -5.75951 -6.80747
H -3.95349 -5.19959 -5.46632
H -2.24458 -5.54363 -5.20735
H -3.63421 -3.90720 -8.17476
H -3.47458 -2.22809 -7.67379
H -4.68625 -3.27486 -6.91006
H -1.21013 -4.18356 -7.82508
H -0.48194 -3.93413 -6.23684
H -1.03699 -2.54904 -7.17499
H -4.10206 -1.39608 -5.68334
H -3.99743 0.02406 -3.69643
H -1.14087 -4.03596 -4.03497
O 1.12001 0.61590 1.08105
P 1.74965 1.79208 0.43798
N 3.16661 1.31322 -0.30485
C 3.97998 0.22336 0.22923
C 5.41472 0.73703 0.15784
C 5.37375 1.62984 -1.07907
C 4.01005 2.30650 -0.95954
N 0.75685 2.48008 -0.69361
C 0.35804 1.54768 -1.75607
C -0.13128 2.44946 -2.87866
C 0.80377 3.65027 -2.75978
C 0.90845 3.82429 -1.24586
N 2.18488 3.09231 1.42723
C 3.05117 2.75105 2.55726
C 2.87193 3.91179 3.52774
C 1.39215 4.23779 3.35284
C 1.21828 4.11045 1.84085
H 3.86165 -0.66362 -0.39801
H 3.65430 -0.02759 1.23565
H 6.13752 -0.07136 0.06585
H 5.65505 1.33252 1.03984
H 5.39053 1.01203 -1.97853
H 6.19127 2.34862 -1.11678
H 3.59827 2.56560 -1.93793
H 4.07206 3.22316 -0.36155
H -0.40842 0.86615 -1.38395
H 1.22016 0.95003 -2.07948
H -1.15783 2.75499 -2.67988
H -0.08250 1.96130 -3.84917
H 0.42035 4.54279 -3.25068
H 1.77996 3.40513 -3.18229
H 0.08030 4.44637 -0.88479
H 1.84921 4.28002 -0.93468
H 4.08689 2.64248 2.22417
H 2.73863 1.80396 3.01890
H 3.48149 4.76104 3.21537
H 3.13273 3.65278 4.55099
H 1.12183 5.22699 3.71838
H 0.78488 3.48935 3.86014
H 1.48335 5.06154 1.35947
H 0.20301 3.83648 1.55496
*
```

Löwdin population analysis, charges in e, atoms 1 to 8:
1 Sc 0.693
2 C -0.118
3 N -0.097
4 C -0.120
5 C -0.264
6 N 0.127
7 C -0.212
8 C 0.021

---

No. 2
An isolated molecule of C5H9N in a non-equilibrium geometry. Source: OMol25; level of theory: ωB97M-V/def2-TZVPD.

Summary:
Relative energy (zero: lowest compared OMol25 entry of this formula, charge and spin), kJ/mol: 13.7
Energy, eV: -6820.8524
Structure (SMILES): CCCCC#N
HOMO energy, eV: -11.5

The geometry in ORCA input format:
```
! RIJCOSX wB97M-V def2-TZVPD def2/J DEFGRID3
* xyz 0 1
C -2.17053 -0.28342 0.32150
C -0.89022 0.52514 0.13609
C 0.29798 -0.36897 -0.21579
C 1.60278 0.43525 -0.37806
C 2.79924 -0.32584 -0.00312
N 3.73508 -0.91872 0.32845
H -2.02483 -1.07189 1.06894
H -3.00079 0.34587 0.65606
H -2.46989 -0.76595 -0.61517
H -0.65736 1.06702 1.06309
H -1.03579 1.28894 -0.64065
H 0.42123 -1.11966 0.57372
H 0.09456 -0.92271 -1.14083
H 1.57797 1.33015 0.25522
H 1.72057 0.78477 -1.40944
*
```

Löwdin population analysis, charges in e, atoms 1 to 8:
1 C -0.119
2 C -0.283
3 C -0.225
4 C -0.189
5 C -0.233
6 N 0.133
7 H 0.075
8 H 0.070

---

No. 3
A cluster of 13 separate species, H24NO15 in total in a non-equilibrium geometry. Source: OMol25; level of theory: ωB97M-V/def2-TZVPD.

Summary:
Relative energy (zero: lowest compared OMol25 entry of this formula, charge and spin), kJ/mol: 101.6
Energy, eV: -32591.6936
HOMO energy, eV: -7.3

The geometry in ORCA input format:
```
! RIJCOSX wB97M-V def2-TZVPD def2/J DEFGRID3
* xyz -1 1
N -0.59794 -16.91283 -9.89604
O -1.00938 -16.83133 -8.73217
O 0.59394 -17.32983 -10.06999
O -1.26660 -16.52000 -10.86764
O 0.83990 -15.30980 -7.28808
H 0.49018 -14.66400 -6.72043
H 0.06892 -15.89442 -7.38428
O 3.14850 -17.92580 -8.50127
H 2.24059 -17.71466 -8.51823
H 3.53547 -17.43242 -9.22568
O 1.47095 -19.37161 -11.74674
H 1.13736 -18.67893 -11.15146
H 2.25445 -19.65614 -11.32856
O 0.69942 -18.73531 -7.18739
H 1.07736 -19.64517 -7.13746
H 0.10486 -18.73737 -7.93994
O -0.24986 -20.11780 -9.52443
H -0.55121 -19.99420 -10.41843
H -0.17742 -21.06161 -9.35826
O -1.54823 -14.54523 -13.67556
H -1.16861 -15.42122 -13.35270
H -2.24965 -14.82567 -14.21771
O -1.89238 -19.42075 -11.60247
H -2.55444 -20.10376 -11.33326
H -2.26198 -18.54342 -11.66312
O -3.52170 -15.60217 -9.34675
H -2.59265 -15.90909 -9.22309
H -3.96586 -16.38978 -9.63831
O -2.67070 -15.72228 -6.40107
H -1.92383 -16.23575 -6.09399
H -3.11115 -16.39088 -6.98165
O 1.84037 -14.24935 -9.61170
H 1.39977 -14.79576 -8.96516
H 1.49165 -14.42930 -10.50685
O -0.48279 -17.16655 -13.57328
H -0.51849 -17.08508 -12.63842
H 0.35886 -16.71599 -13.70537
O -1.59017 -13.81406 -10.78516
H -1.64319 -14.74394 -10.82853
H -2.43278 -13.35612 -10.90937
*
```

Löwdin population analysis, charges in e, atoms 1 to 8:
1 N -0.475
2 O -0.017
3 O -0.023
4 O -0.040
5 O -0.024
6 H 0.026
7 H 0.017
8 O -0.053

---

No. 4
An isolated molecule of C6H6BrF in a non-equilibrium geometry. Source: OMol25; level of theory: ωB97M-V/def2-TZVPD.

Summary:
Relative energy (zero: lowest compared OMol25 entry of this formula, charge and spin), kJ/mol: 44.8
Energy, eV: -79077.0077
Structure (SMILES): C=C/C(F)=C(\Br)C=C
HOMO energy, eV: -8.0

The geometry in ORCA input format:
```
! RIJCOSX wB97M-V def2-TZVPD def2/J DEFGRID3
* xyz 0 1
C -2.47618 0.83969 -1.67756
C -1.40751 0.97594 -0.88885
C -0.62580 -0.09163 -0.34989
F -0.96370 -1.35854 -0.60618
C 0.60698 0.16278 0.44408
Br 1.16212 1.89457 0.86325
C 1.34032 -0.98628 0.89189
C 2.47094 -1.00403 1.59619
H -2.99958 1.70208 -2.05125
H -2.84408 -0.12808 -1.97331
H -1.06266 1.96650 -0.62242
H 0.89753 -1.93054 0.59429
H 2.93316 -1.93795 1.86328
H 2.96847 -0.10449 1.91649
*
```

Löwdin population analysis, charges in e, atoms 1 to 8:
1 C 0.049
2 C -0.158
3 C -0.289
4 F 0.074
5 C -0.613
6 Br 0.809
7 C -0.242
8 C 0.003

---

No. 5
An isolated molecule of C4H9NO in a non-equilibrium geometry. Source: OMol25; level of theory: ωB97M-V/def2-TZVPD.

Summary:
Relative energy (zero: lowest compared OMol25 entry of this formula, charge and spin), kJ/mol: 140.8
Energy, eV: -7830.8608
Structure (SMILES): CC(=O)N(C)C
HOMO energy, eV: -9.3

The geometry in ORCA input format:
```
! RIJCOSX wB97M-V def2-TZVPD def2/J DEFGRID3
* xyz 0 1
C -1.20951 0.46949 1.54559
C -0.20923 -0.55988 0.91189
O -0.15139 -1.71919 1.34812
N 0.33064 -0.15552 -0.28104
C 0.17713 1.20180 -0.93314
C 1.10655 -1.16942 -1.01781
H -2.18039 0.45012 1.07873
H -0.89371 1.45539 1.76728
H -1.45170 -0.02312 2.45462
H 0.67166 1.24712 -1.95367
H -0.84795 1.53878 -0.96181
H 0.62910 1.96800 -0.31782
H 0.60762 -1.49633 -1.92895
H 1.25191 -2.13720 -0.39179
H 2.16926 -1.07004 -1.32021
*
```

Löwdin population analysis, charges in e, atoms 1 to 8:
1 C 0.001
2 C -0.470
3 O 0.012
4 N -0.135
5 C -0.033
6 C -0.083
7 H 0.079
8 H 0.059

---

No. 6
A cluster of 9 separate species, C27H54O9 in total in a non-equilibrium geometry. Source: OMol25; level of theory: ωB97M-V/def2-TZVPD.

Summary:
Relative energy (zero: lowest compared OMol25 entry of this formula, charge and spin), kJ/mol: 0.0
Energy, eV: -47302.3340
Structure (SMILES): CC(C)=O.CC(C)=O.CC(C)=O.CC(C)=O.CC(C)=O.CC(C)=O.CC(C)=O.CC(C)=O.CC(C)=O
HOMO energy, eV: -8.8

The geometry in ORCA input format:
```
! RIJCOSX wB97M-V def2-TZVPD def2/J DEFGRID3
* xyz 0 1
C 4.79681 1.70041 2.24937
C 3.43320 1.09384 2.40081
C 3.29962 0.05998 3.49082
O 2.48357 1.47936 1.76066
H 5.22487 1.86689 3.23747
H 4.72897 2.62793 1.68949
H 5.43537 0.99734 1.71105
H 2.29722 -0.35975 3.51597
H 3.48758 0.55388 4.44657
H 4.02697 -0.74302 3.35747
C -0.53539 0.34172 -0.54441
C 0.53939 -0.70963 -0.46528
C 0.78373 -1.34841 0.86178
O 1.17378 -1.00605 -1.45582
H -0.41057 1.10110 0.23082
H -1.53484 -0.08387 -0.42234
H -0.46634 0.84018 -1.51018
H 1.20145 -0.60807 1.54711
H 1.43729 -2.21467 0.76363
H -0.15513 -1.70565 1.29300
C -3.63339 -1.60226 1.27814
C -3.98119 -1.37851 2.73244
C -3.56984 -2.44693 3.71311
O -4.54517 -0.37354 3.09334
H -3.89934 -0.71391 0.70535
H -4.15425 -2.46982 0.87475
H -2.55434 -1.74811 1.18814
H -2.47505 -2.50077 3.69833
H -3.94449 -3.43759 3.46912
H -3.85573 -2.13230 4.71462
C -1.87122 5.20309 0.49839
C -1.48588 4.02046 -0.32421
C -2.61574 3.25888 -1.00782
O -0.32978 3.67833 -0.43783
H -2.36868 5.94971 -0.12730
H -1.02595 5.63326 1.02597
H -2.63697 4.92193 1.23219
H -2.29805 2.95334 -2.00245
H -3.49939 3.89434 -1.04309
H -2.84153 2.36928 -0.41747
C -2.75102 -5.33361 0.58270
C -1.40799 -4.69624 0.80200
C -0.30063 -5.04169 -0.16142
O -1.20879 -3.94479 1.72664
H -2.66265 -6.42040 0.64352
H -3.14388 -5.09560 -0.40924
H -3.45537 -4.98172 1.33293
H 0.57543 -5.35217 0.40763
H -0.02658 -4.16182 -0.74535
H -0.58367 -5.84865 -0.83718
C 4.57657 -0.97124 -0.40045
C 4.87613 -1.69923 -1.68586
C 4.07782 -2.94727 -1.94454
O 5.66668 -1.27629 -2.49398
H 5.18860 -0.08348 -0.28373
H 4.73866 -1.63248 0.45886
H 3.51524 -0.71235 -0.41509
H 4.35191 -3.73438 -1.23834
H 4.25128 -3.26782 -2.96627
H 3.02227 -2.71233 -1.78097
C -1.63000 -1.41590 -3.61512
C -1.91342 -0.17456 -4.42192
C -2.00278 -0.32372 -5.92470
O -2.04917 0.90312 -3.89495
H -2.27170 -2.22079 -3.98380
H -1.83819 -1.23518 -2.56468
H -0.57898 -1.68598 -3.73373
H -3.04493 -0.30783 -6.24639
H -1.54138 -1.24740 -6.27389
H -1.50843 0.52868 -6.38847
C 2.66478 1.91786 -1.75943
C 2.54576 2.79481 -2.97821
C 1.15919 2.90238 -3.56069
O 3.49585 3.33384 -3.48785
H 1.88641 2.22209 -1.04659
H 3.59966 2.12658 -1.23911
H 2.56415 0.86403 -1.99513
H 0.47100 3.36068 -2.84934
H 0.80568 1.89304 -3.79130
H 1.18173 3.47787 -4.48388
C -0.22408 2.30506 3.08572
C -1.44118 3.03468 3.61530
C -2.79368 2.45572 3.28444
O -1.33499 4.06884 4.23541
H -0.15432 2.51336 2.01762
H -0.30239 1.23210 3.25879
H 0.65276 2.72922 3.56713
H -3.57414 3.11531 3.65067
H -2.91261 1.45780 3.70968
H -2.87224 2.32547 2.20082
*
```

Löwdin population analysis, charges in e, atoms 1 to 8:
1 C -0.012
2 C -0.505
3 C -0.016
4 O 0.053
5 H 0.086
6 H 0.091
7 H 0.075
8 H 0.069

---

- What is the energy in the first record?
  -108591.7417 eV